No. 1
The following is a DFT calculation (the ωB97M-V functional and the def2-TZVPD basis) of a cluster of 4 separate species, C34H72O4P in total in a non-equilibrium geometry.

The geometry in XYZ format:
```
111
Properties=species:S:1:pos:R:3
C 5.3865 -1.3571 1.5725
C 5.3706 -0.1654 1.8650
C 5.3828 1.3940 2.0194
C 4.5290 1.9870 0.8188
C 3.4947 3.1086 1.2312
C 2.0872 2.5395 1.7356
O 1.1530 2.1441 0.7085
P 0.7623 0.4316 0.6803
C -0.6799 0.8948 -0.5156
C -0.6519 0.1223 -1.8941
C -0.7243 -1.4562 -1.7673
C -1.8921 0.6764 -2.7546
O 1.8922 0.1297 1.9971
C 2.1150 1.3167 2.7780
C 0.9305 1.7347 3.7911
C 0.3061 0.4772 4.5328
C -1.2867 0.4079 4.4041
O -1.8795 1.7184 4.4786
C -3.1122 1.7933 3.8408
C -3.3996 1.3431 2.3690
O -4.0343 2.2906 4.4634
H 5.4076 -2.3054 0.9922
H 6.4547 1.7558 1.9433
H 5.0295 1.6970 3.0400
H 4.0136 1.1549 0.2500
H 5.2696 2.4493 0.0915
H 3.2978 3.7376 0.3057
H 3.8988 3.8150 2.0106
H 1.5912 3.5014 2.0949
H -0.2704 0.4697 1.6967
H 0.4700 -0.9963 0.6533
H 1.7219 0.1529 -0.3756
H -1.6335 0.6337 0.0457
H -0.5947 2.0088 -0.6735
H 0.2748 0.3757 -2.4803
H 0.3324 -1.8632 -1.7324
H -1.2921 -1.7953 -0.8469
H -1.2616 -1.8413 -2.6885
H -2.8329 0.1527 -2.3933
H -1.7664 0.5029 -3.8625
H -2.0088 1.7700 -2.4990
H 3.0593 1.1187 3.3526
H 0.1744 2.2675 3.1432
H 1.3497 2.4470 4.5674
H 0.6517 0.4797 5.6044
H 0.6780 -0.4955 4.0807
H -1.4857 -0.1480 3.4507
H -1.6197 -0.2783 5.2487
H -4.5194 1.2803 2.2289
H -3.0113 0.3065 2.1330
H -3.0175 2.0580 1.5863
C -0.8696 -1.6538 -6.2283
C 0.4783 -1.5950 -5.5202
C 1.6640 -1.8196 -6.4592
C 1.7056 -3.1907 -7.1386
C 1.7179 -4.3879 -6.1875
C 2.9460 -4.4278 -5.2862
H -1.0537 -2.6367 -6.6682
H -1.6763 -1.4533 -5.5190
H -0.9259 -0.9037 -7.0221
H 0.4949 -2.3200 -4.7020
H 0.5851 -0.6090 -5.0574
H 2.5904 -1.6625 -5.8985
H 1.6515 -1.0486 -7.2381
H 2.5970 -3.2336 -7.7752
H 0.8504 -3.2893 -7.8157
H 1.6948 -5.3056 -6.7851
H 0.8121 -4.3997 -5.5747
H 3.8632 -4.4640 -5.8801
H 2.9202 -5.3172 -4.6524
H 2.9940 -3.5571 -4.6300
C 3.7914 -1.5662 5.3740
C 3.4188 -2.7210 6.2952
C 2.2397 -2.4017 7.2154
C 2.4744 -1.2534 8.1996
C 3.6715 -1.4308 9.1342
C 3.5405 -2.6357 10.0580
H 4.1161 -0.6886 5.9384
H 4.6136 -1.8534 4.7151
H 2.9452 -1.2794 4.7442
H 4.2930 -3.0206 6.8818
H 3.1525 -3.5859 5.6792
H 1.9706 -3.3072 7.7693
H 1.3664 -2.1562 6.6011
H 1.5685 -1.1257 8.8033
H 2.5980 -0.3173 7.6455
H 3.7677 -0.5298 9.7492
H 4.5985 -1.5082 8.5588
H 2.6430 -2.5553 10.6771
H 4.4046 -2.6964 10.7244
H 3.4903 -3.5710 9.4974
C -5.0319 0.7154 -6.0611
C -4.7458 1.9322 -5.1895
C -5.7190 2.0786 -4.0197
C -7.1834 2.2892 -4.4132
C -7.4501 3.5013 -5.3065
C -7.0917 4.8266 -4.6451
H -6.0157 0.7765 -6.5321
H -4.2884 0.6398 -6.8584
H -4.9872 -0.2043 -5.4719
H -4.7497 2.8354 -5.8071
H -3.7326 1.8408 -4.7869
H -5.3879 2.9096 -3.3897
H -5.6557 1.1836 -3.3914
H -7.7763 2.3866 -3.4966
H -7.5589 1.3926 -4.9176
H -8.5151 3.5165 -5.5615
H -6.9107 3.4055 -6.2534
H -7.6559 4.9641 -3.7191
H -7.3317 5.6584 -5.3120
H -6.0271 4.8872 -4.4126
```

## Properties
Charge: -1
HOMO-LUMO gap (eV): 6.8
Maximum force (eV Å⁻¹): 2.63
Calculated total energy (eV): -53901.5305

These are the Mulliken partial charges, in e, on atoms 1 to 5: atom 1 (C): -0.420, atom 2 (C): -0.119, atom 3 (C): -0.498, atom 4 (C): -0.586, atom 5 (C): -1.148


No. 2
The following is a DFT calculation (the ωB97M-V functional and the def2-TZVPD basis) of a structure of composition C34H73AlF6N5O4P2 in a non-equilibrium geometry.

The geometry in XYZ format:
```
125
Properties=species:S:1:pos:R:3
Al -0.7060 1.7015 5.1064
O -2.7861 1.7415 0.7488
C -2.1496 1.6501 1.9216
O -1.0178 2.0876 2.0335
O -2.6921 1.1689 2.9468
H -1.9936 1.8861 0.2265
C -4.2303 3.0241 -2.5965
C -5.6541 3.4761 -2.2459
N -5.7887 3.2008 -0.8410
C -6.8077 2.5249 -0.2211
C -6.6537 2.5663 1.1196
N -5.5919 3.3746 1.3573
C -5.0190 3.7214 0.1969
C -4.9560 3.6386 2.6903
H -4.0821 3.1638 -3.6673
H -4.0798 1.9553 -2.4450
H -3.4528 3.5687 -2.0607
H -6.2242 2.7071 -2.7673
H -5.9686 4.4893 -2.4961
H -7.4544 1.9597 -0.8758
H -7.2284 2.1396 1.9284
H -4.0531 4.1868 0.0676
H -3.9759 4.0987 2.5638
H -4.8695 2.7561 3.3241
H -5.5399 4.4040 3.2015
C 3.1797 2.9868 1.3148
C 3.0625 4.4765 0.9372
N 2.0549 4.7786 -0.1782
C 0.6619 4.6245 -0.2667
C 0.1973 5.0338 -1.4730
N 1.2986 5.5008 -2.1872
C 2.3822 5.2654 -1.4041
C 1.2806 6.0539 -3.5204
H 3.3567 2.2878 0.4973
H 2.3794 2.5560 1.9165
H 3.9470 3.1292 2.0758
H 4.0225 4.9074 0.6527
H 2.7789 4.9938 1.8537
H 0.1024 4.2363 0.5715
H -0.7977 5.2476 -1.8346
H 3.3508 5.6520 -1.6846
H 2.2769 6.2642 -3.9093
H 0.8398 7.0508 -3.5078
H 0.6986 5.3496 -4.1148
C -1.5078 -0.1477 -1.5468
C -0.2682 -0.2141 -0.7416
C 0.9288 -0.7852 -1.5675
C 2.2637 -0.6276 -0.7099
P 3.5283 -1.7002 -1.3900
C 3.8269 -1.2355 -3.1783
C 4.8965 -2.1259 -3.7148
C 5.4712 -1.8396 -5.1362
C 4.3444 -2.1054 -6.1549
C 2.8741 -3.4589 -1.3726
C 2.1976 -4.0321 -0.1291
C 3.0731 -4.8638 0.7647
C 3.5467 -6.2620 0.2388
C 5.0003 -1.8155 -0.3112
C 5.9491 -0.5166 -0.3584
C 6.5154 -0.0255 0.9667
C 7.6939 -0.8314 1.4891
H -1.7071 -1.0091 -2.1843
H -1.4776 0.6929 -2.2401
H -2.4245 -0.0172 -0.9717
H -0.3807 -0.8599 0.1292
H -0.0198 0.7788 -0.3666
H 0.9104 -0.3971 -2.5859
H 0.6811 -1.8150 -1.8251
H 2.2110 -0.9061 0.3426
H 2.5126 0.4311 -0.7831
H 4.1179 -0.1852 -3.1617
H 2.8750 -1.3890 -3.6865
H 4.4768 -3.1268 -3.8159
H 5.8192 -2.1822 -3.1373
H 6.2646 -2.5866 -5.1615
H 5.8398 -0.8310 -5.3236
H 4.5597 -2.3238 -7.2009
H 3.6845 -1.2490 -6.2934
H 3.6870 -2.9158 -5.8398
H 3.6637 -4.1760 -1.5971
H 2.1925 -3.4175 -2.2222
H 1.1989 -4.4188 -0.3316
H 1.8439 -3.1356 0.3800
H 2.4965 -5.1797 1.6340
H 3.9489 -4.3620 1.1760
H 2.7874 -6.7861 -0.3416
H 3.9091 -6.7815 1.1259
H 4.3969 -6.0154 -0.3972
H 5.6741 -2.6097 -0.6327
H 4.6591 -2.0346 0.7005
H 5.3569 0.2603 -0.8418
H 6.7543 -0.6018 -1.0882
H 5.6532 -0.0062 1.6333
H 6.9075 0.9907 0.9267
H 8.5188 -0.7848 0.7782
H 7.4486 -1.8888 1.5885
H 7.9313 -0.4500 2.4822
C -5.3377 -0.3882 1.4117
N -4.8685 -1.8810 1.6940
C -5.6339 -2.4075 2.9077
C -5.3451 -2.7389 0.5142
C -3.3251 -2.0023 1.9156
C -2.7865 -3.4812 1.8060
O -2.6939 -3.8436 0.4463
H -4.8655 -0.0454 0.4911
H -4.9944 0.2235 2.2459
H -6.3672 -0.4846 1.0666
H -5.2920 -3.4312 3.0600
H -6.6954 -2.4131 2.6601
H -5.3737 -1.7139 3.7073
H -5.1986 -3.8029 0.7001
H -4.7446 -2.4249 -0.3395
H -6.4182 -2.6175 0.3664
H -2.9652 -1.4099 2.7568
H -2.9820 -1.5141 1.0034
H -3.3815 -4.1774 2.3971
H -1.7792 -3.5650 2.2139
H -2.5539 -4.7807 0.2914
P -2.5729 -1.2676 6.2362
F -3.5750 -1.4726 7.4376
F -3.2344 0.1253 5.7062
F -1.5918 -0.3490 7.0955
F -1.4735 -1.0905 5.0490
F -1.7772 -2.5233 6.8290
F -3.5766 -2.2340 5.3602
```

## Properties
Charge: +6
HOMO-LUMO gap (spin up / spin down) (eV): 2.6 / 1.8
Relative energy (zero: lowest compared OMol25 entry of this formula, charge and spin) (kJ/mol): 288.7
Maximum force (eV Å⁻¹): 5.66
Spin multiplicity: 2
Calculated total energy (eV): -93490.0552
Expectation value of S²: 1.774

These are the Mulliken partial charges, in e, on atoms 1 to 5: atom 1 (Al): 1.156, atom 2 (O): 0.429, atom 3 (C): 0.619, atom 4 (O): -0.628, atom 5 (O): -0.473


No. 3
The following is a DFT calculation (the ωB97M-V functional and the def2-TZVPD basis) of a cluster of 5 separate species, C34H73N5O8S in total in a non-equilibrium geometry.

The geometry in XYZ format:
```
121
Properties=species:S:1:pos:R:3
C -1.2423 0.5017 1.7176
C -0.8044 1.6453 0.8036
N -1.9274 2.5858 0.5952
C -2.1437 3.0224 -0.7303
C -3.3594 2.9005 -1.3121
C -4.5317 2.2568 -0.6309
C -4.5663 0.7273 -0.7962
C -4.6024 0.2257 -2.2328
C -4.5265 -1.3091 -2.3442
C -3.2760 -1.8260 -3.0589
O -2.6058 -2.8473 -2.3303
C -1.3267 -2.4804 -1.8685
C -1.3900 -1.4649 -0.7416
C -3.5839 3.4199 -2.6919
O -4.6578 3.2613 -3.2464
C -2.4830 4.1724 -3.3811
S -2.9776 4.8726 -4.9320
C -1.2633 4.2674 -2.8208
C -0.1058 4.9787 -3.4434
O 0.9037 4.0304 -3.7547
C 1.5967 4.2985 -4.9557
C 1.0344 3.5035 -6.1386
C -1.0145 3.6342 -1.4907
O 0.1181 3.6803 -1.0077
H -0.4178 0.1448 2.3244
H -1.6668 -0.3333 1.1673
H -2.0115 0.8468 2.4027
H -0.4355 1.2780 -0.1436
H -0.0090 2.1701 1.3254
H -1.8806 3.3623 1.2374
H -4.4579 2.4458 0.4318
H -5.4386 2.6932 -1.0359
H -5.5004 0.4096 -0.3290
H -3.7625 0.2680 -0.2267
H -5.4975 0.5989 -2.7154
H -3.7533 0.6457 -2.7687
H -5.3767 -1.6291 -2.9409
H -4.6325 -1.7887 -1.3760
H -3.5607 -2.2511 -4.0185
H -2.5750 -1.0169 -3.2654
H -0.7120 -2.0827 -2.6786
H -0.8784 -3.3916 -1.4867
H -2.0780 -1.8001 0.0311
H -1.7397 -0.4894 -1.0780
H -0.4196 -1.3088 -0.2748
H -1.9928 4.4223 -5.7230
H 0.2699 5.7444 -2.7614
H -0.4212 5.4797 -4.3515
H 2.6213 3.9705 -4.7972
H 1.6433 5.3617 -5.1840
H 0.6194 4.1509 -6.9043
H 1.8097 2.8950 -6.5927
H 0.2815 2.8152 -5.7668
C 0.8123 -2.5140 3.9565
O -0.1591 -2.4315 2.9305
C -0.3391 -3.6105 2.1716
C -1.2890 -4.6386 2.8011
C -0.6661 -5.4188 3.9525
N -2.5444 -4.0319 3.2539
H 1.6479 -3.1579 3.6673
H 0.3791 -2.8771 4.8918
H 1.1906 -1.5064 4.1309
H -0.7772 -3.2809 1.2248
H 0.6341 -4.0621 1.9371
H -1.5363 -5.3567 2.0134
H -0.5965 -4.8240 4.8634
H -1.2763 -6.2911 4.1877
H 0.3367 -5.7691 3.6961
H -3.0154 -3.6015 2.4630
H -2.3094 -3.2525 3.8623
C 2.1971 -8.2183 3.0373
O 2.5946 -7.1916 3.9278
C 2.4993 -7.5171 5.3017
C 3.7015 -8.2900 5.8632
C 3.7198 -9.7655 5.4788
N 4.9814 -7.6834 5.4877
H 1.3682 -8.8036 3.4453
H 3.0288 -8.8833 2.7937
H 1.8669 -7.7418 2.1141
H 2.4419 -6.5573 5.8225
H 1.5585 -8.0459 5.5037
H 3.6205 -8.2379 6.9529
H 4.0225 -9.9127 4.4424
H 4.4334 -10.3049 6.1005
H 2.7380 -10.2227 5.6168
H 5.0193 -6.7309 5.8387
H 4.9918 -7.5808 4.4768
C -2.2678 8.3888 4.2236
O -3.0821 7.2837 3.8770
C -3.0533 6.9111 2.5149
C -1.8878 5.9887 2.1323
C -0.5468 6.7022 2.0049
N -1.7418 4.8633 3.0648
H -2.2352 9.1292 3.4193
H -1.2507 8.0769 4.4728
H -2.7047 8.8524 5.1072
H -3.9866 6.3681 2.3431
H -3.0763 7.8028 1.8750
H -2.1299 5.5753 1.1462
H -0.1233 6.9484 2.9782
H 0.1718 6.0609 1.4946
H -0.6439 7.6252 1.4303
H -2.6059 4.3257 3.0740
H -1.6874 5.2470 4.0040
C 4.4718 0.9431 -6.5491
O 4.8283 1.8692 -5.5395
C 4.4983 1.4789 -4.2185
C 5.5214 0.5515 -3.5480
C 5.4530 -0.8930 -4.0320
N 6.8962 1.0377 -3.6934
H 3.5383 0.4261 -6.3067
H 5.2616 0.2072 -6.7178
H 4.3309 1.5008 -7.4751
H 4.4558 2.4077 -3.6434
H 3.4911 1.0423 -4.1939
H 5.2838 0.5498 -2.4804
H 5.8913 -1.0119 -5.0227
H 6.0099 -1.5408 -3.3558
H 4.4217 -1.2495 -4.0689
H 6.9737 1.9591 -3.2728
H 7.0664 1.1963 -4.6825
```

## Properties
SMILES: CCNC1=C(CCCCCOCC)C(=O)C(S)=C(COCC)C1=O.COC[C@@H](C)N.COC[C@@H](C)N.COC[C@@H](C)N.COC[C@@H](C)N
Charge: 0
HOMO-LUMO gap (eV): 7.5
Maximum force (eV Å⁻¹): 1.56
Calculated total energy (eV): -71103.3792

These are the Mulliken partial charges, in e, on atoms 1 to 5: atom 1 (C): -1.053, atom 2 (C): -0.220, atom 3 (N): 0.756, atom 4 (C): -0.351, atom 5 (C): 0.090


No. 4
The following is a DFT calculation (the ωB97M-V functional and the def2-TZVPD basis) of a cluster of 7 separate species, C34H74IN6O13P in total in a non-equilibrium geometry.

The geometry in XYZ format:
```
129
Properties=species:S:1:pos:R:3
C 0.8996 -3.1285 2.8846
O 0.2195 -4.2224 2.3098
C 0.9388 -4.8478 1.2469
C 0.5389 -4.2800 -0.1123
C -0.7560 -4.8908 -0.6666
C -1.7599 -3.9047 -1.2603
C -1.3591 -3.2542 -2.5990
C -1.3082 -1.7283 -2.5958
O -0.1917 -1.2472 -1.7691
P 0.3909 0.2275 -1.9654
O -0.1612 0.9897 -3.1076
O 0.2738 1.0078 -0.5646
C -1.0076 1.2051 0.0697
C -1.0439 0.6479 1.4895
C -1.5156 -0.8016 1.5688
C -2.0132 -1.2897 2.9237
O -2.4722 -0.2723 3.8290
C -3.7979 -0.0149 3.8835
C -4.5856 -0.1085 2.5996
O -4.3082 0.2767 4.9347
O 1.9520 0.0040 -2.0478
C 2.8633 0.3535 -1.0019
C 2.8353 -0.5448 0.2215
C 3.7346 0.0453 1.3034
I 3.5748 -2.4851 -0.3079
H 1.9522 -3.3657 3.0760
H 0.4238 -2.9054 3.8431
H 0.8468 -2.2300 2.2518
H 0.7066 -5.9141 1.3011
H 2.0139 -4.6965 1.4043
H 1.3653 -4.4668 -0.8057
H 0.4707 -3.1934 -0.0130
H -0.4977 -5.6221 -1.4406
H -1.2692 -5.4342 0.1355
H -1.9876 -3.1285 -0.5314
H -2.6957 -4.4544 -1.4175
H -2.0380 -3.5649 -3.3803
H -0.3616 -3.5987 -2.8981
H -2.2293 -1.3316 -2.1610
H -1.1735 -1.3545 -3.6086
H -1.1523 2.2873 0.1129
H -1.8006 0.8040 -0.5640
H -1.6336 1.3053 2.1308
H -0.0020 0.6755 1.8290
H -2.3002 -0.9582 0.8268
H -0.6814 -1.4409 1.2792
H -1.2214 -1.8252 3.4483
H -2.8071 -2.0252 2.7718
H -4.8289 -1.1512 2.3847
H -4.0296 0.2834 1.7472
H -5.5038 0.4561 2.7411
H 2.7182 1.3984 -0.7031
H 3.8585 0.2866 -1.4499
H 1.8236 -0.6303 0.6222
H 3.2953 0.9586 1.7148
H 4.7356 0.2634 0.9212
H 3.8447 -0.6523 2.1353
C 0.6423 -2.8418 -7.8966
N -0.0130 -3.4252 -6.7437
C -1.3415 -3.4469 -6.4580
C -2.2778 -2.8020 -7.4446
O -1.7397 -3.9744 -5.4288
H 1.1906 -3.6022 -8.4561
H 1.3474 -2.0676 -7.5886
H -0.0932 -2.3930 -8.5550
H 0.5599 -3.8740 -6.0468
H -3.2896 -2.9047 -7.0681
H -2.0636 -1.7417 -7.5573
H -2.2060 -3.2917 -8.4178
C 8.3429 -6.5457 -1.9474
N 6.9882 -6.3923 -1.4557
C 6.2102 -5.2776 -1.4576
C 6.8094 -4.0202 -2.0435
O 5.0783 -5.3174 -1.0015
H 8.3849 -7.2979 -2.7370
H 9.0130 -6.8559 -1.1438
H 8.7044 -5.6062 -2.3504
H 6.5350 -7.1973 -1.0533
H 6.0740 -3.2254 -1.9757
H 7.7029 -3.7232 -1.4934
H 7.0755 -4.1701 -3.0905
C 4.1437 4.4796 4.0754
N 3.4811 3.1929 4.0077
C 3.9048 2.0001 4.4846
C 5.2591 1.9570 5.1622
O 3.2294 0.9909 4.3518
H 3.5120 5.1968 4.6006
H 4.3207 4.8574 3.0682
H 5.0912 4.3950 4.5964
H 2.5872 3.1654 3.5373
H 5.4482 0.9343 5.4721
H 6.0473 2.2736 4.4781
H 5.2787 2.6036 6.0401
C -2.8812 5.0211 -6.0658
N -3.3564 3.6828 -6.3515
C -2.7179 2.5007 -6.1340
C -1.3419 2.5563 -5.5200
O -3.2608 1.4485 -6.4323
H -3.5468 5.5274 -5.3640
H -2.8306 5.6180 -6.9785
H -1.8900 4.9788 -5.6283
H -4.2705 3.5792 -6.7621
H -0.9619 1.5494 -5.3965
H -0.6628 3.1214 -6.1614
H -1.3715 3.0239 -4.5369
C -5.7904 2.2498 6.6981
N -6.8146 3.1266 7.2438
C -7.0721 4.4251 6.9516
C -6.1808 5.0850 5.9210
O -7.9806 5.0318 7.4975
H -6.2470 1.3859 6.2214
H -5.1369 1.8965 7.4960
H -5.1856 2.7654 5.9618
H -7.4370 2.7452 7.9387
H -6.5099 6.1119 5.7991
H -5.1408 5.0786 6.2508
H -6.2481 4.5708 4.9616
C -1.7953 6.1076 2.2391
N -0.4807 5.6006 2.5913
C 0.4864 5.1279 1.7640
C 0.1934 5.1140 0.2807
O 1.5552 4.7283 2.2088
H -1.9123 7.1411 2.5681
H -2.5765 5.5062 2.7101
H -1.9368 6.0726 1.1652
H -0.2262 5.5802 3.5663
H 1.0587 4.7068 -0.2319
H -0.6747 4.4919 0.0616
H 0.0016 6.1218 -0.0887
```

## Properties
SMILES: COCCCCCCO[P@@](=O)(OCCCCOC(C)=O)OC[C@H](C)I.CNC(C)=O.CNC(C)=O.CNC(C)=O.CNC(C)=O.CNC(C)=O.CNC(C)=O
Charge: 0
HOMO-LUMO gap (eV): 9.0
Maximum force (eV Å⁻¹): 1.08
Calculated total energy (eV): -89410.8742

These are the Mulliken partial charges, in e, on atoms 1 to 5: atom 1 (C): -0.505, atom 2 (O): -0.359, atom 3 (C): -1.033, atom 4 (C): 1.026, atom 5 (C): -1.239